# 1
DFT (ωB97M-V with the def2-TZVPD basis set) results for 2 unconnected molecules or ions with the total composition C5H15N2O.

Each line ends with the Mulliken charge.
CARTESIAN COORDINATES (ANGSTROEM)
C1 -0.63 0.00 3.20  -1.3455
C2 -0.95 -0.21 1.71  -0.3716
C3 0.20 0.27 0.80  -0.1631
C4 -0.19 1.17 -0.36  -1.2367
N1 -1.27 0.64 -1.21  0.0041
C5 -1.08 -0.20 -2.18  0.0677
N2 0.09 -0.70 -2.50  -0.1587
H1 -1.52 -0.26 3.77  0.3723
H2 0.15 -0.71 3.50  0.3388
H3 -0.33 1.00 3.47  0.3905
H4 -1.12 -1.27 1.57  0.2548
H5 -1.85 0.35 1.47  0.2911
H6 0.74 -0.60 0.42  0.2152
H7 0.91 0.83 1.41  0.4366
H8 -0.52 2.14 0.00  0.3965
H9 0.64 1.38 -1.02  0.4921
H10 -2.21 0.93 -1.00  0.2789
H11 -1.92 -0.46 -2.80  0.4041
H12 0.95 -0.59 -1.97  0.1185
H13 0.16 -1.39 -3.23  0.2622
H14 3.67 -1.16 -2.22  0.2977
H15 3.21 -0.24 -1.12  0.3192
O1 2.87 -0.93 -1.70  -0.6647

The net charge is +1. The calculation puts the energy at -10450.44525 eV. The value obtained for the energy relative to the best compared isomer or geometry (same formula, charge and spin) is 11.2 kJ/mol. As for the largest force on an atom: 1.05 eV Å⁻¹. The orbital gap comes out at 11.91 eV.



# 2
DFT (ωB97M-V with the def2-TZVPD basis set) results for a single C4H3NS molecule.

Each line ends with the Mulliken charge.
CARTESIAN COORDINATES (ANGSTROEM)
C1 -0.06 -0.02 -0.11  0.0812
C2 -0.48 0.32 -1.34  -0.6961
C3 -0.87 -0.16 1.03  -0.1381
C4 -3.05 0.79 0.56  0.3912
N1 -2.10 0.30 1.12  -0.2393
S1 -4.42 1.38 0.10  -0.3408
H1 0.98 -0.33 0.05  0.3053
H2 0.16 0.75 -2.10  0.2594
H3 -0.48 -0.56 1.95  0.3771

The calculation puts the energy at -16517.28851 eV. The value obtained for the energy relative to the best compared isomer or geometry (same formula, charge and spin) is 285.7 kJ/mol. As for the largest force on an atom: 1.34 eV Å⁻¹. The orbital gap (alpha / beta) comes out at 6.56 / 8.01 eV.



# 3
DFT (ωB97M-V with the def2-TZVPD basis set) results for a molecular structure, C14H17Cl2NV.

Each line ends with the Mulliken spin population.
CARTESIAN COORDINATES (ANGSTROEM)
V1 -0.46 2.95 1.29  0.7427
Cl1 -1.40 3.75 -0.51  0.0400
Cl2 0.73 4.31 2.42  0.0355
C1 1.89 -0.60 -1.40  -0.0027
H1 2.94 -0.20 -1.67  0.0002
H2 1.73 -0.51 -0.31  -0.0002
C2 -0.44 0.02 -1.94  0.0096
C3 0.89 -0.13 -2.31  -0.0067
H3 -0.71 -0.28 -0.93  0.0045
C4 1.25 -0.09 -3.79  0.0003
H4 1.92 -1.63 -1.62  0.0002
C5 0.86 1.34 -4.22  0.0000
H5 2.30 -0.33 -4.06  0.0000
H6 0.66 -0.83 -4.39  0.0000
C6 -0.56 1.74 -3.90  0.0012
H7 1.52 2.07 -3.67  0.0000
H8 1.03 1.42 -5.31  0.0000
C7 -1.30 0.91 -2.72  -0.0060
H9 -0.61 2.80 -3.60  -0.0003
H10 -1.20 1.59 -4.79  -0.0003
H11 -1.70 1.69 -2.03  0.0016
H12 -2.17 0.34 -3.13  -0.0003
N1 -0.65 1.20 1.77  -0.0924
C8 -0.70 0.14 2.26  0.1603
C9 -0.63 -0.93 3.15  -0.0079
C10 -1.79 -1.37 3.80  0.0621
C11 -1.72 -2.23 4.90  -0.0229
C12 -0.45 -2.65 5.36  0.0452
C13 0.71 -2.31 4.64  -0.0222
C14 0.61 -1.47 3.53  0.0509
H13 -2.76 -1.01 3.49  0.0023
H14 -2.63 -2.56 5.44  -0.0006
H15 -0.38 -3.24 6.29  0.0027
H16 1.70 -2.69 4.99  -0.0006
H17 1.52 -1.21 2.99  0.0037

The calculation puts the energy at -67014.36163 eV. The expectation value of S² is 0.767. As for the largest force on an atom: 3.89 eV Å⁻¹. The orbital gap (alpha / beta) comes out at 6.49 / 6.86 eV. Its spin multiplicity is 2.



# 4
DFT (ωB97M-V with the def2-TZVPD basis set) results for 2 unconnected molecules or ions with the total composition C5H15NP2S2.

Each line ends with the Mulliken charge.
CARTESIAN COORDINATES (ANGSTROEM)
C1 0.83 0.77 2.56  -1.0403
C2 1.95 2.64 -0.70  -0.8034
C3 -1.78 -2.51 -0.28  -0.9960
C4 1.10 -3.19 -0.51  -1.1144
C5 -1.88 2.51 -0.84  -0.5452
N1 0.19 -0.89 0.62  -0.4340
P1 0.25 0.69 0.80  0.4130
P2 -0.16 -1.76 -0.75  0.6420
S1 0.08 -0.72 -2.38  -0.4438
S2 -1.72 1.56 0.70  -0.1602
H1 0.05 0.72 3.29  0.3320
H2 1.49 0.01 2.66  0.3804
H3 1.44 1.71 2.79  0.3029
H4 1.15 3.19 -1.23  0.2563
H5 2.11 3.35 0.15  0.3099
H6 2.75 2.25 -1.26  0.2980
H7 -2.12 -2.02 0.56  0.3314
H8 -2.56 -2.30 -1.13  0.2734
H9 -1.81 -3.61 -0.12  0.3513
H10 1.80 -3.09 -1.29  0.3301
H11 1.63 -3.31 0.42  0.3108
H12 0.58 -4.11 -0.78  0.3468
H13 -1.61 1.86 -1.65  0.2053
H14 -1.00 3.16 -0.74  0.0859
H15 -2.77 3.10 -0.88  0.3679

The calculation puts the energy at -47164.06238 eV. The value obtained for the energy relative to the best compared isomer or geometry (same formula, charge and spin) is 208.0 kJ/mol. As for the largest force on an atom: 4.60 eV Å⁻¹. The orbital gap (alpha / beta) comes out at 6.69 / 6.69 eV.



# 5
DFT (ωB97M-V with the def2-TZVPD basis set) results for a molecular structure, C14H25BIrN6Si.

Each line ends with the Mulliken spin population.
CARTESIAN COORDINATES (ANGSTROEM)
H1 -1.94 -2.46 -0.17  -0.0301
N1 -1.28 -0.85 -1.38  0.3373
B1 -0.76 0.73 -3.26  -0.0297
N2 -1.55 -0.46 -2.68  -0.0332
C1 -2.40 -1.35 -3.23  0.1494
Ir1 -0.02 0.01 -0.10  3.1331
H2 -2.65 -1.28 -4.30  -0.0015
C2 -2.76 -2.28 -2.27  0.0473
H3 -3.44 -3.11 -2.35  0.0011
C3 -2.03 -1.97 -1.12  0.0128
H4 -1.21 1.10 -4.31  0.0008
C4 3.39 0.34 2.11  0.0037
H5 3.63 0.00 3.13  0.0015
H6 2.90 1.32 2.13  0.0006
H7 4.34 0.41 1.55  0.0000
N3 0.73 0.27 -3.43  -0.0273
N4 -0.72 1.89 -2.22  -0.0239
N5 1.33 -0.10 -2.23  0.2127
N6 -0.52 1.70 -0.86  0.3531
C5 1.63 0.11 -4.45  0.0080
C6 -0.84 3.22 -2.45  0.1744
H8 1.40 0.32 -5.50  -0.0007
H9 -0.93 3.57 -3.46  0.0001
C7 2.83 -0.34 -3.90  0.0049
C8 -0.76 3.90 -1.22  0.0792
C9 2.59 -0.47 -2.52  -0.0209
C10 -0.56 2.93 -0.23  -0.0331
H10 3.77 -0.56 -4.41  0.0014
H11 -0.83 4.95 -1.06  0.0027
H12 3.25 -0.80 -1.70  -0.0017
H13 -0.38 3.03 0.84  -0.0032
H14 2.71 -0.37 1.61  -0.0008
C11 -2.30 0.45 3.54  0.0076
Si1 -1.17 -0.96 3.04  0.0518
C12 -0.35 -1.54 4.64  0.0645
C13 -2.23 -2.42 2.50  0.0044
C14 0.19 -0.40 1.79  0.4110
H15 -3.07 0.10 4.25  0.0019
H16 -2.80 0.86 2.65  0.0004
H17 -1.71 1.25 4.03  -0.0019
H18 -1.06 -1.91 5.38  0.0072
H19 0.34 -2.37 4.42  -0.0008
H20 0.21 -0.73 5.11  -0.0010
H21 -2.94 -2.08 1.73  0.0021
H22 -1.54 -3.17 2.08  -0.0012
H23 -2.78 -2.87 3.34  0.0010
H24 0.81 0.37 2.27  0.0419
H25 0.94 -1.21 1.51  0.0929

The net charge is +2. The calculation puts the energy at -35237.08751 eV. The expectation value of S² is 8.776. As for the largest force on an atom: 3.57 eV Å⁻¹. The orbital gap (alpha / beta) comes out at 9.15 / 4.96 eV. Its spin multiplicity is 6.



# 6
DFT (ωB97M-V with the def2-TZVPD basis set) results for 2 unconnected molecules or ions with the total composition C2H2N2O3S.

Each line ends with the Mulliken charge.
CARTESIAN COORDINATES (ANGSTROEM)
C1 0.25 -0.39 -0.08  0.7682
C2 -1.86 0.08 -0.08  0.6308
H1 3.47 -0.96 0.18  0.1923
H2 -3.38 -1.34 1.22  0.3988
N1 1.32 -1.02 -0.15  -0.4286
N2 -1.36 1.28 0.12  -0.2973
O1 -0.03 1.03 -0.19  -0.2202
O2 -3.15 -0.28 0.03  -0.6210
O3 -0.98 -0.84 -0.11  -0.2871
S1 2.69 0.19 0.12  -0.1359

The calculation puts the energy at -22057.53198 eV. The value obtained for the energy relative to the best compared isomer or geometry (same formula, charge and spin) is 662.7 kJ/mol. As for the largest force on an atom: 5.75 eV Å⁻¹. The orbital gap comes out at 6.55 eV.



> Among the records above, which one has the highest energy?

C5H15N2O



> Among the records above, which one has the highest largest force on an atom?

C2H2N2O3S



> Among the records above, which one has the highest energy?

C5H15N2O



Copy entry 5 word for word.
DFT (ωB97M-V with the def2-TZVPD basis set) results for a molecular structure, C14H25BIrN6Si.

Each line ends with the Mulliken spin population.
CARTESIAN COORDINATES (ANGSTROEM)
H1 -1.94 -2.46 -0.17  -0.0301
N1 -1.28 -0.85 -1.38  0.3373
B1 -0.76 0.73 -3.26  -0.0297
N2 -1.55 -0.46 -2.68  -0.0332
C1 -2.40 -1.35 -3.23  0.1494
Ir1 -0.02 0.01 -0.10  3.1331
H2 -2.65 -1.28 -4.30  -0.0015
C2 -2.76 -2.28 -2.27  0.0473
H3 -3.44 -3.11 -2.35  0.0011
C3 -2.03 -1.97 -1.12  0.0128
H4 -1.21 1.10 -4.31  0.0008
C4 3.39 0.34 2.11  0.0037
H5 3.63 0.00 3.13  0.0015
H6 2.90 1.32 2.13  0.0006
H7 4.34 0.41 1.55  0.0000
N3 0.73 0.27 -3.43  -0.0273
N4 -0.72 1.89 -2.22  -0.0239
N5 1.33 -0.10 -2.23  0.2127
N6 -0.52 1.70 -0.86  0.3531
C5 1.63 0.11 -4.45  0.0080
C6 -0.84 3.22 -2.45  0.1744
H8 1.40 0.32 -5.50  -0.0007
H9 -0.93 3.57 -3.46  0.0001
C7 2.83 -0.34 -3.90  0.0049
C8 -0.76 3.90 -1.22  0.0792
C9 2.59 -0.47 -2.52  -0.0209
C10 -0.56 2.93 -0.23  -0.0331
H10 3.77 -0.56 -4.41  0.0014
H11 -0.83 4.95 -1.06  0.0027
H12 3.25 -0.80 -1.70  -0.0017
H13 -0.38 3.03 0.84  -0.0032
H14 2.71 -0.37 1.61  -0.0008
C11 -2.30 0.45 3.54  0.0076
Si1 -1.17 -0.96 3.04  0.0518
C12 -0.35 -1.54 4.64  0.0645
C13 -2.23 -2.42 2.50  0.0044
C14 0.19 -0.40 1.79  0.4110
H15 -3.07 0.10 4.25  0.0019
H16 -2.80 0.86 2.65  0.0004
H17 -1.71 1.25 4.03  -0.0019
H18 -1.06 -1.91 5.38  0.0072
H19 0.34 -2.37 4.42  -0.0008
H20 0.21 -0.73 5.11  -0.0010
H21 -2.94 -2.08 1.73  0.0021
H22 -1.54 -3.17 2.08  -0.0012
H23 -2.78 -2.87 3.34  0.0010
H24 0.81 0.37 2.27  0.0419
H25 0.94 -1.21 1.51  0.0929

The net charge is +2. The calculation puts the energy at -35237.08751 eV. The expectation value of S² is 8.776. As for the largest force on an atom: 3.57 eV Å⁻¹. The orbital gap (alpha / beta) comes out at 9.15 / 4.96 eV. Its spin multiplicity is 6.